A molecular structure, C66H144As3F24N9O4S2 at a distorted geometry. Source: OMol25; level of theory: ωB97M-V/def2-TZVPD.

XYZ file:
```
252
Properties=species:S:1:pos:R:3:forces:R:3
C -28.985 -16.911 2.732 1.099 0.323 0.457
C -23.894 -8.730 -0.848 0.471 1.778 -0.951
H -20.469 -7.489 2.571 0.068 0.208 -0.050
H -29.818 -7.411 -10.858 0.582 -0.246 -0.331
N -27.958 -13.698 -4.091 -0.912 -0.299 0.072
H -28.203 -9.463 -9.841 0.776 -0.683 0.059
H -28.998 -15.795 -7.420 -0.489 -0.132 -0.814
F -28.227 -11.974 0.112 1.440 -0.306 -0.356
N -21.092 -17.122 -2.328 -1.322 1.035 2.285
C -23.567 -6.330 -3.077 -0.045 -0.860 1.285
H -30.409 -15.428 1.046 0.239 0.352 -0.416
C -27.096 -14.702 -3.305 0.156 0.702 -0.372
H -24.779 -6.421 0.117 0.054 -0.137 -0.144
H -21.452 -11.807 4.395 0.302 -1.188 0.247
S -30.252 -10.371 -6.426 0.136 -0.921 -1.368
C -30.446 -7.674 -0.449 -0.730 -1.424 -0.295
H -23.116 -8.688 1.641 0.083 -0.356 -0.367
F -18.529 -11.002 -1.961 -2.988 -0.240 0.261
C -26.442 -10.420 -7.883 -0.745 1.308 0.879
C -32.765 -9.452 0.061 0.461 -1.195 -0.168
H -21.893 -15.102 -2.148 -0.009 -0.317 0.441
H -25.485 -5.971 -2.234 -0.122 0.268 0.594
C -29.263 -6.928 -10.053 0.694 0.124 -0.062
H -21.918 -7.826 -2.740 -0.339 -0.322 0.386
F -20.318 -12.040 -3.412 -0.276 0.262 1.185
S -29.137 -8.655 -4.978 -2.240 7.798 0.718
N -31.315 -10.053 -0.056 -1.723 -1.823 -0.592
H -31.568 -10.940 1.855 -0.611 -0.426 -0.077
H -30.478 -7.877 -1.519 0.134 0.048 -0.222
H -23.171 -14.922 2.034 -0.140 -0.032 0.264
H -24.903 -14.598 -2.905 -0.310 -0.107 0.332
C -21.974 -17.549 -1.104 0.354 -0.791 0.172
C -24.602 -9.092 -6.914 -0.731 1.043 -1.186
C -26.848 -5.777 2.929 -1.578 1.221 0.483
H -30.383 -8.842 1.345 -0.415 0.005 0.297
F -22.149 -11.478 -1.757 1.544 -0.320 0.629
H -23.032 -17.370 -1.299 0.176 0.133 -0.668
H -28.984 -16.375 -4.973 0.142 0.115 -0.060
H -24.600 -8.722 -0.017 0.121 0.087 -0.188
C -21.889 -7.588 0.166 -1.415 0.392 0.480
H -28.147 -4.632 1.585 0.158 0.104 0.018
C -29.918 -15.710 -6.842 0.484 -0.232 0.441
As -30.888 -13.228 4.319 0.289 0.041 2.131
F -32.037 -10.491 -4.344 0.810 -0.806 -0.514
C -31.062 -10.806 -1.389 -0.548 1.362 1.050
F -29.780 -13.242 2.864 -0.874 0.152 0.912
H -29.911 -7.121 -9.198 0.342 0.662 0.403
H -25.552 -10.818 -6.026 0.419 -0.083 0.013
H -21.704 -15.597 3.766 0.370 0.005 -0.508
H -21.875 -14.409 -6.055 -0.240 -0.564 0.043
H -23.827 -15.046 4.737 0.002 -0.037 0.714
F -29.555 -13.873 5.386 -1.268 0.294 -1.625
H -20.070 -19.901 -1.920 -0.005 -0.130 -0.668
H -27.356 -7.384 -10.874 0.144 -0.255 -0.093
C -27.707 -8.754 -9.178 -0.360 1.525 -0.731
H -27.948 -7.478 2.158 0.250 -0.360 -0.077
C -21.142 -18.362 -3.166 1.670 -1.474 -0.231
H -27.415 -14.495 -5.955 -0.058 -0.479 -0.126
H -28.493 -6.756 -0.617 0.274 -0.166 0.667
H -21.366 -6.635 0.083 0.440 -0.268 0.358
H -23.244 -5.658 -3.872 0.467 0.271 0.541
F -31.962 -13.292 5.786 1.540 0.231 -2.369
C -25.627 -14.337 -3.677 -0.428 -0.101 0.503
H -29.987 -10.976 -1.462 0.002 0.510 0.017
F -24.837 -11.206 0.814 -0.634 -0.541 0.160
C -26.440 -16.686 0.636 0.662 1.007 0.540
C -21.934 -11.789 2.239 0.772 -0.201 0.740
F -25.906 -13.265 -0.283 -0.924 1.335 1.153
F -31.331 -14.857 3.779 0.101 0.902 0.402
C -27.259 -10.394 4.633 -1.174 -0.557 -0.481
C -19.635 -16.717 -1.878 -1.029 -0.141 -1.038
F -19.997 -12.898 -1.059 -0.928 1.354 -0.659
As -26.490 -11.674 0.433 -0.270 0.357 -1.026
C -23.137 -13.865 2.301 0.761 0.513 -0.512
C -25.930 -8.463 3.863 0.142 0.897 0.679
C -31.765 -11.153 -5.487 -0.637 0.082 0.379
C -25.603 -8.212 -7.787 0.215 -0.313 0.943
C -21.089 -19.630 -2.198 -0.569 2.066 0.787
H -21.992 -13.350 -4.740 0.307 0.062 0.404
H -33.549 -10.198 -0.065 0.580 -0.877 0.385
H -21.473 -8.354 3.629 -0.431 -0.221 -0.105
H -28.073 -15.508 -0.155 0.357 0.086 -0.245
F -31.544 -12.490 -5.198 -0.112 1.538 -0.329
H -24.582 -11.244 -7.464 0.609 0.117 0.472
H -25.200 -7.328 -8.280 0.229 -0.379 -0.145
H -21.062 -19.138 -0.028 0.038 -0.393 -0.141
H -24.436 -9.686 -9.683 0.013 -0.480 0.051
H -31.457 -7.342 -0.212 0.045 0.154 0.098
H -25.705 -16.493 1.417 0.016 0.608 -0.137
N -29.077 -10.113 -5.174 -1.259 -5.794 -2.431
F -20.755 -9.717 -2.628 0.658 -1.132 1.263
C -22.370 -7.894 1.632 0.492 -0.678 -0.098
F -20.243 -10.574 -0.142 -0.788 -0.467 -1.786
H -19.138 -17.505 -1.313 -0.453 -0.070 0.022
H -24.401 -8.670 -1.811 -0.313 -0.315 0.194
H -23.269 -9.623 -0.826 0.256 0.314 0.012
H -30.151 -11.318 1.044 0.026 -0.758 -0.228
C -22.082 -14.408 -4.985 -0.616 1.532 0.296
C -24.465 -5.686 -1.974 0.414 0.253 -0.280
H -20.927 -11.385 2.126 0.079 -0.264 0.144
F -26.739 -12.376 2.009 0.546 0.109 -0.686
H -26.947 -8.072 6.184 -0.485 0.195 0.349
H -27.301 -10.192 -7.252 -0.057 0.204 -0.005
H -30.511 -16.623 -6.895 0.170 0.033 -0.122
H -25.822 -10.561 -10.433 -0.287 0.265 0.358
C -27.082 -12.435 -4.300 0.930 -0.157 1.268
H -31.234 -12.876 -1.822 -0.199 -0.003 -0.126
H -28.857 -19.008 1.064 -0.031 0.181 0.014
C -29.480 -6.540 -0.206 -0.128 0.442 -0.767
H -27.145 -6.717 -9.304 -0.611 0.603 0.154
C -26.839 -18.109 0.829 0.012 -1.323 -1.119
H -29.624 -17.701 3.127 0.060 -0.042 -0.735
H -20.229 -18.373 -3.761 -0.159 0.115 -0.238
N -27.361 -7.951 4.130 0.151 0.251 2.355
H -24.869 -12.584 -4.650 -0.287 0.183 -0.229
H -26.886 -5.597 0.801 -0.077 0.288 -0.351
H -31.412 -17.403 2.307 0.189 0.645 -0.083
H -20.585 -14.202 3.206 -0.275 -0.326 0.053
N -28.859 -16.814 1.197 -0.094 -1.591 1.141
H -29.110 -5.891 -10.351 -0.946 0.204 0.367
H -27.679 -15.006 1.437 0.035 -0.229 0.292
F -32.242 -12.498 3.392 1.601 -0.661 0.657
C -23.373 -13.326 6.180 -0.560 -1.509 0.666
H -27.455 -15.714 -3.496 0.277 0.041 -0.575
H -22.452 -13.737 6.593 -0.006 -0.321 0.018
F -32.869 -11.044 -6.215 1.060 -0.421 -0.177
H -26.380 -7.867 -7.105 -0.376 -0.017 -0.305
F -27.948 -8.875 -2.479 0.570 -1.166 -0.773
O -29.732 -11.350 -7.374 -0.177 0.105 1.836
H -28.655 -18.129 -0.463 0.307 -0.021 -0.039
H -27.079 -5.062 3.719 0.339 -0.092 0.408
H -25.593 -8.227 2.854 -0.716 -0.823 -0.350
H -28.742 -13.391 -6.035 -0.583 -0.212 -0.055
C -31.228 -11.289 0.880 0.766 1.629 1.709
H -32.758 -12.032 -1.705 -0.181 -0.347 0.330
H -27.070 -12.033 -5.313 -0.712 -0.545 -0.005
C -21.170 -15.287 -4.179 -0.581 -1.912 0.015
C -29.213 -13.354 -3.227 0.140 0.357 -1.011
C -27.849 -6.948 3.106 0.846 -0.825 -0.710
H -24.776 -14.691 7.331 -0.049 -0.240 -0.931
H -27.447 -11.229 3.958 -0.241 0.469 -0.576
H -30.232 -15.100 -4.838 -0.029 -0.314 0.296
H -33.038 -17.088 -0.204 -0.139 0.572 -0.030
H -26.298 -18.729 0.113 -0.256 -0.289 -0.049
C -28.388 -14.280 -5.512 0.415 0.020 1.736
C -21.374 -14.563 3.865 -0.974 0.233 1.579
H -23.611 -8.938 -7.341 0.107 -0.543 0.324
H -23.119 -14.618 -4.720 -0.169 -0.323 -0.650
H -28.246 -6.809 5.812 0.092 -0.311 -0.045
F -26.535 -8.497 -4.180 0.356 -0.457 0.325
H -24.367 -13.413 8.221 0.632 0.758 -0.150
H -20.581 -9.162 2.322 -0.557 -0.216 -0.370
H -22.885 -16.260 -3.074 0.168 0.073 -0.362
C -23.984 -6.132 -0.570 0.640 -1.569 -0.750
C -22.434 -7.001 -2.250 -0.493 0.102 0.038
H -29.297 -9.526 0.281 0.079 -0.017 -0.860
H -27.376 -14.552 -2.263 0.625 0.442 0.149
C -25.608 -12.804 -3.879 -0.518 -0.746 -0.223
H -21.323 -8.428 -0.234 0.242 0.174 0.100
H -27.537 -11.697 -3.641 0.326 0.136 -0.200
F -30.170 -11.613 4.706 -1.049 -1.012 -0.560
H -21.662 -6.260 -2.040 -0.090 0.037 0.305
F -27.016 -10.054 0.983 0.454 -0.910 -0.107
C -21.197 -8.300 2.576 0.459 1.118 -0.306
F -27.819 -6.986 -3.309 0.211 0.479 -0.962
C -27.290 -7.259 5.544 0.819 -0.650 -1.179
H -24.617 -8.852 -5.851 0.169 0.767 -0.324
H -31.285 -18.268 0.840 -0.155 -0.355 -0.027
H -25.796 -6.041 3.039 -0.148 -0.279 -0.156
C -25.200 -10.476 -7.000 -0.357 -1.642 -0.921
H -26.452 -4.071 1.629 -0.097 -0.063 -0.021
C -23.687 -13.966 4.785 0.598 0.685 0.267
H -28.881 -6.692 3.347 0.224 0.474 0.397
N -26.264 -9.166 -8.753 -1.882 -2.155 -1.221
H -22.918 -7.082 2.108 0.284 0.532 -0.266
O -30.804 -9.202 -7.053 -0.062 -0.894 0.923
C -22.225 -12.200 3.735 -0.777 0.766 -1.232
C -27.104 -4.944 1.646 0.343 -1.128 0.324
F -26.232 -11.038 -1.194 -0.486 -0.199 0.778
H -26.760 -11.324 -8.403 0.534 0.252 -0.534
N -22.612 -13.711 3.737 0.794 1.851 -1.121
H -30.192 -16.463 -0.442 -0.042 0.070 0.046
C -28.355 -18.168 0.584 -0.051 0.681 1.342
C -22.107 -13.062 1.398 -1.608 -0.358 1.510
H -24.163 -7.051 -3.636 0.043 -0.384 0.257
H -25.333 -9.910 5.384 0.150 0.537 0.030
H -28.004 -17.038 3.190 0.298 -0.406 -0.509
C -30.275 -9.044 0.280 0.199 1.214 0.976
H -24.616 -13.519 4.432 0.091 0.095 -0.343
H -19.071 -16.540 -2.794 -0.099 -0.110 0.010
C -28.257 -9.229 4.419 0.794 -0.192 -1.254
C -27.733 -8.269 -3.668 -2.226 0.623 0.327
H -28.859 -9.388 3.524 -0.020 0.061 0.095
C -30.246 -16.429 0.647 -0.345 0.278 1.617
H -25.288 -10.532 3.785 -0.050 0.105 -0.295
H -23.122 -11.694 4.092 -0.146 -0.087 -0.257
H -22.511 -12.854 0.407 0.088 -0.163 0.063
H -23.385 -5.365 -0.079 0.214 -0.168 -0.155
H -28.385 -8.658 -8.329 0.689 -0.278 0.569
C -21.874 -15.890 -2.901 2.173 0.611 -0.852
H -19.666 -15.770 -1.339 -0.305 -0.177 0.124
H -26.457 -18.429 1.799 -0.823 -0.273 0.129
C -27.797 -7.377 -9.877 0.383 -1.282 -0.047
C -31.443 -17.261 1.226 1.456 -1.732 -0.571
H -29.514 -6.056 0.770 0.297 -0.628 0.189
H -25.472 -13.095 6.936 -0.001 -0.146 -0.311
N -23.044 -7.399 -0.831 -0.490 -0.067 -0.449
H -25.221 -12.316 -2.984 -0.632 0.125 0.085
O -28.799 -7.913 -6.206 1.050 -0.269 2.222
C -27.694 -15.886 0.795 -2.375 1.173 -0.160
C -24.556 -13.636 7.171 0.373 0.031 0.275
H -21.081 -14.461 4.910 0.399 0.056 -0.120
H -26.001 -16.399 -0.319 0.105 -0.389 -0.055
H -31.456 -10.084 -2.104 0.359 -0.664 -0.655
H -32.807 -12.860 0.564 -0.061 0.571 0.149
H -27.493 -10.922 5.558 0.501 0.598 0.514
H -33.564 -17.176 1.489 0.027 0.135 -0.112
H -21.783 -17.014 -0.174 0.585 0.463 -0.419
C -31.781 -12.141 -1.233 0.012 -0.359 -1.229
H -29.805 -5.732 -0.861 -0.198 0.081 -0.133
H -21.201 -13.665 1.348 0.045 0.364 -0.364
H -20.195 -14.815 -4.056 -0.143 -0.084 0.632
H -24.134 -13.425 2.289 0.056 -0.011 -0.146
H -31.191 -13.407 0.550 0.329 0.206 -0.410
H -24.350 -4.602 -1.984 -0.366 -0.016 -0.205
H -29.286 -15.979 3.211 -0.548 0.305 -0.762
H -22.653 -19.564 -0.656 0.032 0.104 0.093
H -21.980 -18.370 -3.864 -0.205 0.228 0.402
C -25.473 -9.618 -10.012 0.886 1.449 1.095
H -32.823 -9.105 1.093 -0.109 0.486 -0.356
H -21.656 -20.496 -2.538 0.281 0.235 -0.320
O -30.422 -8.242 -4.360 2.671 -0.167 -0.034
H -22.561 -10.942 1.961 -0.388 -0.444 -0.167
C -29.398 -15.476 -5.429 0.084 1.887 0.057
H -28.899 -9.119 5.292 0.110 0.600 -0.246
H -25.221 -7.874 4.446 -0.356 0.439 0.133
H -28.986 -12.696 -2.388 0.706 -0.225 -0.068
H -25.423 -8.828 -10.761 -0.601 0.015 0.084
H -33.106 -8.796 -0.740 1.068 0.729 0.227
H -32.695 -15.699 0.993 -1.019 0.298 -0.499
H -29.936 -12.819 -3.842 0.345 -0.012 -0.204
H -26.479 -6.531 5.538 -0.322 0.177 -0.177
H -29.753 -14.221 -2.846 0.594 -0.369 -0.223
C -31.808 -12.561 0.248 -0.035 1.390 0.015
H -25.252 -14.863 -4.555 -0.531 -0.043 -0.240
C -25.854 -9.857 4.428 0.295 -1.220 0.234
As -20.344 -11.282 -1.812 2.335 0.304 -0.735
H -21.029 -16.176 -4.794 0.444 -0.113 -0.214
H -23.158 -12.257 6.159 -0.464 0.017 -0.417
H -30.546 -14.872 -7.143 0.246 -0.026 -0.261
C -32.812 -16.768 0.813 0.825 0.196 0.340
C -21.721 -19.050 -0.892 -0.001 0.117 0.008
```
Forces are in eV/Å.

Output
Kohn-Sham gap in eV: 8.92
Total charge: +4
Maximum force in eV/A: 8.145